C22H19N13Ru | wB97M-V/def2-TZVPD

Values from the calculation:
- Orbital gap (spin up / spin down): 7.0401 / 4.7502 eV
- ΔE to the lowest compared entry with this formula, charge and spin: 0.000 eV
- E: -1655.4729 a.u.
- Maximum force: 0.7 eV Å⁻¹
- ⟨S²⟩: 0.76

Geometry as ORCA input:
```
! wB97M-V def2-TZVPD RIJCOSX def2/J DEFGRID3
* xyz 3 2
Ru -0.14 1.58 -0.14
C 1.09 1.93 4.07
C 0.82 2.28 2.75
N 0.46 1.37 1.85
C 0.34 0.08 2.28
C 0.61 -0.23 3.60
N 0.99 0.68 4.49
C -0.19 -0.89 1.30
C -0.34 -2.26 1.48
C -0.94 -3.01 0.47
C -1.36 -2.38 -0.70
C -1.17 -1.01 -0.84
N -0.59 -0.33 0.16
C -1.55 -0.17 -1.99
C -2.34 -0.61 -3.03
N -2.74 0.19 -4.02
C -2.36 1.45 -3.97
C -1.56 1.93 -2.92
N -1.15 1.13 -1.94
C -1.13 -4.48 0.64
C -2.28 -5.10 0.14
C -2.46 -6.47 0.32
N -1.49 -7.06 0.96
C -0.38 -6.62 1.48
C -0.18 -5.25 1.32
H 1.38 2.68 4.79
H 0.89 3.31 2.41
H 0.51 -1.25 3.97
H -0.04 -2.72 2.41
H -1.79 -2.95 -1.51
H -2.68 -1.64 -3.08
H -2.68 2.11 -4.76
H -1.26 2.97 -2.88
H -3.07 -4.56 -0.36
H -3.33 -7.04 -0.02
H 0.30 -7.30 1.98
H 0.74 -4.83 1.70
N 2.78 1.61 -0.32
C 3.89 0.93 -0.64
C 3.50 -0.17 -1.37
C 2.12 -0.07 -1.46
N 1.68 1.04 -0.85
H 2.72 2.53 0.10
H 4.87 1.28 -0.35
H 4.14 -0.92 -1.80
H 1.42 -0.71 -1.98
N 0.29 6.87 0.56
N 0.38 5.68 -0.11
N 0.92 5.59 -1.29
C 0.90 4.28 -1.50
N 0.35 3.64 -0.47
N 0.02 4.56 0.44
H 0.33 7.63 -0.11
H -0.53 6.88 1.15
H 1.28 3.81 -2.40
*
```

C22H21CaN4O2PS | wB97M-V/def2-TZVPD

Values from the calculation:
- Orbital gap: 7.5595 eV
- E: -2637.7149 a.u.
- Maximum force: 3.3 eV Å⁻¹

Geometry as ORCA input:
```
! wB97M-V def2-TZVPD RIJCOSX def2/J DEFGRID3
* xyz 0 1
Ca 0.33 -0.39 0.39
C 3.40 -1.04 -2.69
C 2.27 -1.18 -1.71
N 1.38 -0.26 -1.51
N 1.41 0.88 -2.19
C 0.40 1.71 -1.97
N 0.42 2.87 -2.65
S -0.97 1.47 -0.98
C 2.06 -2.42 -0.97
C 3.08 -3.36 -0.78
C 2.82 -4.50 -0.04
C 1.53 -4.69 0.44
C 0.58 -3.72 0.20
N 0.83 -2.61 -0.47
H 3.27 -0.10 -3.22
H 3.40 -1.87 -3.40
H 4.36 -1.03 -2.17
H 1.19 3.06 -3.28
H -0.36 3.49 -2.57
H 4.06 -3.16 -1.17
H 3.60 -5.21 0.17
H 1.29 -5.58 1.01
H -0.43 -3.83 0.58
O 1.27 -1.53 2.00
C 1.27 -0.38 2.47
O 1.51 0.63 1.77
C 0.69 -0.16 3.84
P -0.88 0.69 3.30
C -1.90 -0.71 2.68
C -1.85 -2.03 3.12
C -2.71 -2.98 2.58
C -3.62 -2.62 1.60
C -3.68 -1.31 1.15
C -2.83 -0.36 1.69
C -1.57 0.96 4.98
C -1.17 2.16 5.57
C -1.65 2.54 6.80
C -2.54 1.72 7.47
C -2.93 0.51 6.91
C -2.45 0.14 5.66
H 1.26 0.54 4.44
H 0.52 -1.10 4.37
H -1.15 -2.33 3.89
H -2.67 -4.00 2.93
H -4.29 -3.37 1.19
H -4.40 -1.03 0.39
H -2.89 0.67 1.36
H -0.48 2.80 5.02
H -1.34 3.48 7.23
H -2.93 2.02 8.43
H -3.62 -0.13 7.43
H -2.77 -0.80 5.22
*
```

C11H14N2O6V | wB97M-V/def2-TZVPD

Values from the calculation:
- Orbital gap (spin up / spin down): 8.8401 / 8.9300 eV
- ΔE to the lowest compared entry with this formula, charge and spin: 0.410 eV
- E: -1932.3207 a.u.
- Maximum force: 0.9 eV Å⁻¹
- ⟨S²⟩: 2.04

Geometry as ORCA input:
```
! wB97M-V def2-TZVPD RIJCOSX def2/J DEFGRID3
* xyz 1 3
V -0.55 -0.11 -0.45
O 4.99 1.30 0.49
C 4.82 0.00 0.67
O 5.72 -0.75 0.90
C 3.44 -0.55 0.48
C 3.17 -1.90 0.66
N 1.86 -2.08 0.46
N 1.25 -0.92 0.15
C 2.21 0.01 0.15
C 1.79 1.41 -0.18
O 2.56 2.32 -0.11
O 0.51 1.50 -0.50
H 4.14 1.76 0.33
H 3.83 -2.70 0.93
H 1.33 -2.93 0.52
C -2.94 2.00 1.14
C -3.18 0.83 0.17
C -2.55 -0.32 0.93
O -1.30 0.26 1.42
C -1.61 1.67 1.82
H -3.75 2.02 1.87
H -2.92 2.96 0.63
H -2.68 1.02 -0.80
H -4.23 0.65 -0.06
H -2.29 -1.22 0.33
H -3.14 -0.67 1.78
H -0.77 2.25 1.46
H -1.65 1.66 2.90
C -1.64 -1.86 -3.20
C -0.93 -1.06 -2.18
O 0.09 -0.42 -2.39
H -1.03 -2.06 -4.07
H -2.52 -1.28 -3.50
H -2.02 -2.79 -2.76
*
```

C7H12O | wB97M-V/def2-TZVPD

Values from the calculation:
- Orbital gap: 8.4930 eV
- ΔE to the lowest compared entry with this formula, charge and spin: 3.943 eV
- E: -349.0037 a.u.
- Maximum force: 6.8 eV Å⁻¹

Geometry as ORCA input:
```
! wB97M-V def2-TZVPD RIJCOSX def2/J DEFGRID3
* xyz 0 1
C 0.50 0.36 0.01
C 0.09 -0.49 1.05
C -1.86 2.35 -0.24
C 0.20 0.03 -1.43
C -0.82 1.77 0.71
C 1.52 -1.77 0.69
C 1.26 -2.94 0.13
O -0.62 2.26 1.79
H 1.44 0.89 0.16
H 0.33 -0.21 2.06
H -0.82 -1.07 0.89
H 2.47 -1.55 1.18
H -2.69 1.65 -0.30
H -2.23 3.31 0.13
H -1.43 2.46 -1.23
H -0.76 -0.48 -1.53
H 0.99 -0.59 -1.84
H 0.17 0.94 -2.03
H 0.31 -3.14 -0.35
H 1.94 -3.78 0.16
*
```

> Which of these has the highest E?

C7H12O

> Among the records above, which one has the lowest maximum force?

C22H19N13Ru

> maximum force of number 3 (C11H14N2O6V)?

0.9 eV Å⁻¹